21
Properties=species:S:1:pos:R:3:forces:R:3 method="wB97M-V/def2-TZVPD" largest_force_ha_per_bohr=0.0330 total_charge=-1 homo_ev=-2.4305 smiles=CNC[C@@H](C[S-])NC relative_energy_kcal_mol=21.9 e_lumo_ev=3.78 energy_ev=-19211.329 gap_ev=6.2
H 1.21694 -1.80540 1.56215 0.1 0.1 0.3
H 0.74914 -2.33035 -0.57111 -0.3 0.0 -0.1
C -0.82571 -1.02226 -0.43000 1.4 -0.1 -0.6
H -0.01846 2.11691 -1.60825 0.4 -0.1 -0.7
S -2.26538 1.63066 -1.14522 0.0 0.0 -0.1
H 0.97529 -0.29061 -1.10425 0.7 0.6 0.1
N -0.11093 -2.24839 -0.03362 0.1 -0.2 0.7
C 0.92202 2.14880 0.67786 0.3 0.0 -1.2
H -1.26361 -1.27439 -1.39012 -0.5 0.3 -0.1
H 1.61218 2.24814 1.51072 -0.2 0.3 0.3
H -0.54728 0.71514 -2.64666 0.1 0.1 -0.3
H 0.15282 2.92897 0.62136 0.0 0.0 0.5
C 0.26571 -2.30714 1.38964 0.0 0.2 -0.7
H -1.58583 -0.76939 0.29428 -0.4 -0.1 0.0
H -0.54008 0.85910 1.10446 -0.2 0.0 -0.1
H 0.33891 -3.34654 1.72242 -0.1 0.0 0.1
H 1.51586 2.34167 -0.22833 0.1 -0.3 0.2
H -0.50295 -1.77938 1.95024 0.0 -0.1 0.2
N 0.35717 0.80693 0.64336 0.6 -0.1 0.4
C 0.10563 0.20868 -0.65997 -1.6 -0.7 -0.1
C -0.55144 1.16884 -1.65896 -0.6 0.2 1.0